Entry 1:
{"formula": "C25H26N4O9P2W", "method": "ωB97M-V with the def2-TZVPD basis set", "species": ["W", "C", "N", "C", "C", "C", "C", "C", "C", "C", "C", "H", "H", "H", "H", "H", "H", "H", "H", "H", "H", "H", "H", "C", "O", "C", "C", "C", "C", "C", "C", "N", "N", "C", "C", "C", "C", "O", "C", "N", "C", "C", "C", "C", "H", "H", "H", "H", "H", "H", "H", "H", "H", "H", "H", "H", "O", "P", "O", "O", "O", "P", "O", "O", "O", "H", "H"], "positions_angstrom": [[-1.1975, 0.8780, 0.5694], [-0.0116, 4.2736, 0.4353], [-0.0818, 3.2547, 1.4874], [1.1899, 3.2075, 2.2088], [-1.1683, 3.5887, 2.4248], [-2.5342, 3.4201, 1.7959], [-3.5665, 4.2499, 2.2010], [-4.8445, 4.0862, 1.6929], [-5.0742, 3.0909, 0.7589], [-4.0348, 2.2724, 0.3465], [-2.7133, 2.3826, 0.8428], [0.1696, 5.2693, 0.8633], [-0.9498, 4.3015, -0.1178], [0.7936, 4.0375, -0.2579], [1.4292, 4.1805, 2.6619], [1.9917, 2.9401, 1.5224], [1.1389, 2.4428, 2.9820], [-1.0531, 4.6162, 2.8066], [-1.1002, 2.8926, 3.2676], [-3.3722, 5.0245, 2.9298], [-5.6463, 4.7291, 2.0223], [-6.0629, 2.9559, 0.3441], [-4.2480, 1.5025, -0.3927], [4.4449, -4.1218, 1.3766], [3.1075, -3.8844, 0.9994], [2.8023, -3.8107, -0.3555], [1.4378, -3.7604, -0.6380], [0.9982, -3.5421, -1.9163], [1.9138, -3.3860, -2.9751], [3.2767, -3.5638, -2.6927], [3.7208, -3.7483, -1.3955], [1.5245, -3.1752, -4.2717], [0.4414, -2.5976, -4.5896], [-0.2241, -1.6885, -3.8622], [-1.6375, -1.6908, -3.9003], [-2.3855, -1.0344, -2.9508], [-1.7277, -0.2811, -1.9687], [-2.2434, 0.2467, -0.8278], [-0.3553, -0.0160, -2.1006], [0.1411, 0.9061, -1.1768], [1.4825, 1.1216, -1.2382], [2.3089, 0.5229, -2.1650], [1.7981, -0.3890, -3.0895], [0.4421, -0.7046, -3.0384], [4.4283, -4.1975, 2.4627], [5.1049, -3.3003, 1.0810], [4.8131, -5.0592, 0.9488], [0.7357, -3.8694, 0.1718], [-0.0608, -3.4964, -2.1118], [3.9853, -3.5074, -3.5064], [4.7817, -3.8399, -1.2117], [-2.1173, -2.3385, -4.6178], [-3.4567, -1.1505, -2.9042], [1.8878, 1.8221, -0.5147], [3.3653, 0.7456, -2.1605], [2.4355, -0.8535, -3.8240], [-2.3510, -1.4301, 4.2495], [-1.7677, -0.6900, 2.9901], [-2.6231, -0.9049, 1.7722], [-1.4389, 0.7483, 3.2468], [-0.3362, -1.4856, 2.7777], [0.5234, -1.0287, 1.4863], [1.9617, -1.5392, 1.8053], [-0.1395, -1.5121, 0.2467], [0.5742, 0.5060, 1.5092], [-2.8638, -2.1893, 3.9738], [2.2378, -2.4292, 1.5104]], "forces_ev_per_angstrom": [[0.8, 2.5, 1.1], [-0.1, -0.1, -0.1], [-0.6, -0.3, -0.1], [-0.1, -0.2, 0.0], [-0.3, 0.0, 0.2], [0.7, -0.4, -0.3], [0.0, -0.1, -0.1], [0.1, -0.1, 0.0], [0.1, 0.1, 0.0], [0.7, -0.5, -0.3], [-0.7, 0.6, 0.6], [0.0, -0.1, 0.0], [0.0, 0.0, 0.0], [0.1, 0.0, 0.0], [-0.1, 0.0, 0.0], [0.0, 0.0, 0.0], [0.0, 0.1, 0.0], [0.1, -0.1, -0.1], [0.1, 0.2, -0.1], [0.1, 0.1, 0.1], [-0.1, 0.1, 0.0], [-0.1, 0.0, 0.0], [0.0, 0.1, 0.2], [0.4, -0.1, 0.2], [-0.5, 0.0, -0.9], [-0.2, 0.0, 0.2], [0.3, -0.2, 0.2], [0.2, 0.0, -0.4], [0.5, 0.1, 2.2], [-0.6, 0.2, -0.4], [0.2, 0.0, 0.4], [-1.5, -0.1, -1.7], [2.0, -1.1, -1.8], [-1.7, 1.4, 1.8], [1.8, -0.6, -0.5], [-0.1, 1.2, 1.8], [-0.3, 0.1, 0.2], [-1.9, -1.7, -2.6], [0.6, 0.7, 0.3], [1.2, -1.0, -1.0], [-1.9, 0.5, 0.8], [0.1, -0.9, -1.1], [0.4, 0.6, 0.8], [-0.8, -0.1, 0.0], [0.1, 0.0, -0.1], [-0.1, 0.0, 0.0], [-0.1, 0.1, 0.0], [-0.1, 0.0, 0.1], [-0.1, 0.0, 0.0], [0.0, 0.0, -0.1], [0.0, 0.0, 0.0], [0.0, -0.1, 0.0], [-0.1, 0.0, 0.0], [-0.1, -0.2, 0.0], [0.0, 0.1, 0.0], [0.1, 0.0, 0.0], [0.1, 0.1, 0.5], [-0.1, 0.7, -0.3], [0.6, 0.3, -0.2], [-0.2, -0.4, -0.1], [0.2, 0.1, -0.3], [0.1, -0.8, 1.3], [0.2, 0.1, -0.1], [0.0, 0.3, -0.1], [0.5, -0.5, 0.1], [-0.3, -0.3, 0.0], [0.0, -0.1, 0.1]], "de_lowest_kj_mol": 250.85, "e_tot_ha": -2614.4628, "spin_multiplicity": 3, "homo_lumo_gap_ev": [5.94, 6.29], "e_lumo_ev": [-1.34, -1.47]}


Entry 2:
{"formula": "C32H29F6I2InN6O3S2", "method": "ωB97M-V with the def2-TZVPD basis set", "species": ["In", "C", "N", "C", "C", "N", "C", "S", "C", "C", "C", "C", "C", "N", "H", "H", "H", "H", "H", "H", "H", "H", "H", "C", "C", "N", "C", "C", "C", "O", "O", "C", "O", "C", "C", "C", "F", "C", "C", "C", "N", "C", "C", "N", "C", "C", "H", "H", "H", "H", "H", "H", "H", "H", "H", "H", "H", "H", "H", "H", "H", "H", "H", "H", "F", "C", "C", "F", "C", "F", "C", "S", "C", "F", "C", "F", "C", "H", "H", "I", "I"], "positions_angstrom": [[0.6205, 1.6590, 2.5880], [-3.3695, 2.8683, 4.3690], [-3.1004, 1.4975, 3.9663], [-3.9400, 0.6967, 3.2312], [-3.2697, -0.4315, 2.9367], [-2.0072, -0.3167, 3.4972], [-1.9092, 0.8959, 4.1261], [-0.5990, 1.5743, 4.9562], [-0.9620, -1.2404, 3.2416], [-1.2744, -2.5576, 2.9381], [-0.2408, -3.3941, 2.5553], [1.0532, -2.9029, 2.5151], [1.2598, -1.5882, 2.8875], [0.2728, -0.7675, 3.2456], [-4.4260, 3.0665, 4.2041], [-2.7574, 3.5364, 3.7620], [-3.1227, 2.9982, 5.4207], [-4.9298, 1.0097, 2.9604], [-3.5528, -1.2656, 2.3277], [-2.2890, -2.9205, 3.0000], [-0.4488, -4.4197, 2.2869], [1.8847, -3.5106, 2.1926], [2.2528, -1.1634, 2.8970], [-2.1944, 2.3309, -4.6952], [-0.8794, 2.5279, -3.9588], [-0.8699, 1.8865, -2.6505], [-1.1146, 2.6364, -1.5525], [-1.1621, 2.1588, -0.2795], [-1.5342, 3.1103, 0.8395], [-2.2631, 4.0522, 0.5747], [-1.0816, 2.8364, 2.0124], [-0.9691, 0.7571, -0.0650], [-0.8480, 0.2216, 1.0438], [-0.8913, -0.0701, -1.2651], [-0.8540, -1.4571, -1.1179], [-0.6866, -2.2455, -2.2145], [-0.7343, -3.5867, -2.0823], [-0.4397, -1.6948, -3.4807], [-0.5094, -0.3233, -3.6299], [-0.7812, 0.5055, -2.5314], [-0.0309, -2.4873, -4.5783], [-0.9044, -2.6507, -5.7096], [-0.0566, -2.9286, -6.9459], [0.8391, -4.1075, -6.6897], [1.6900, -3.8997, -5.4532], [0.7439, -3.6799, -4.3052], [-2.1598, 2.8332, -5.6600], [-3.0155, 2.7538, -4.1186], [-2.4084, 1.2750, -4.8610], [-0.7055, 3.5896, -3.7838], [-0.0303, 2.1599, -4.5355], [-1.2599, 3.6963, -1.7208], [-0.9385, -1.8834, -0.1288], [-0.2951, 0.0909, -4.6035], [-1.4702, -1.7367, -5.8937], [-1.6335, -3.4687, -5.5656], [0.6002, -2.0860, -7.1558], [-0.6652, -3.1549, -7.8214], [1.4136, -4.3082, -7.5079], [0.2512, -4.9277, -6.5174], [2.3068, -3.0180, -5.6211], [2.3217, -4.7748, -5.3190], [1.3521, -3.5483, -3.4023], [0.1061, -4.5691, -4.1674], [5.3033, 1.6198, 7.9185], [4.5121, 2.0807, 6.9440], [3.9487, 1.2155, 6.0239], [4.1971, -0.0967, 6.0970], [3.1338, 1.7156, 5.0253], [2.6393, 0.8070, 4.1487], [2.8227, 3.0644, 4.8798], [1.7878, 3.7401, 3.6452], [3.4167, 3.9037, 5.8298], [3.1918, 5.2213, 5.7839], [4.2409, 3.4365, 6.8359], [4.7792, 4.2872, 7.7156], [2.1290, 1.5496, 1.0331], [3.0685, 1.7444, 1.5438], [1.9093, 2.4073, 0.3972], [2.4148, -0.1314, -0.2609], [3.1214, -2.7041, -2.5474]], "forces_ev_per_angstrom": [[0.0, 0.3, 0.1], [0.0, 0.1, 0.0], [0.1, 0.0, 0.1], [0.0, -0.2, -0.1], [-0.2, 0.2, -0.1], [0.0, 0.0, 0.1], [0.1, -0.1, 0.1], [0.0, 0.0, -0.1], [0.0, 0.0, 0.1], [0.0, 0.0, 0.1], [0.0, 0.0, 0.0], [0.0, 0.0, 0.0], [0.1, -0.1, 0.1], [0.0, 0.0, -0.4], [0.0, 0.0, 0.0], [0.0, 0.0, 0.0], [0.0, 0.0, 0.0], [-0.1, 0.0, 0.0], [0.0, -0.1, 0.0], [0.0, 0.0, 0.0], [0.0, -0.1, 0.0], [0.0, 0.0, 0.0], [0.1, 0.0, -0.1], [0.0, 0.0, 0.0], [0.1, 0.1, -0.1], [-0.1, 0.0, 0.2], [0.1, 0.0, 0.0], [-0.1, 0.0, 0.0], [0.1, -0.1, -0.2], [-0.1, 0.1, -0.1], [0.1, 0.0, 0.2], [0.1, 0.1, -0.2], [-0.2, 0.0, 0.4], [-0.2, 0.1, -0.1], [0.0, 0.0, -0.1], [0.0, 0.1, 0.0], [0.0, 0.0, 0.0], [0.1, 0.1, -0.1], [-0.1, -0.1, 0.1], [0.0, -0.1, 0.0], [-0.1, -0.2, 0.1], [0.1, 0.2, -0.1], [-0.1, 0.0, -0.1], [-0.1, -0.1, 0.0], [0.0, 0.1, 0.1], [-0.7, -0.4, -0.4], [0.0, 0.0, -0.1], [0.0, 0.0, 0.0], [0.0, 0.0, 0.0], [0.0, -0.1, -0.1], [0.0, 0.0, 0.0], [-0.1, 0.0, 0.0], [0.0, 0.0, 0.0], [0.1, 0.0, 0.0], [0.0, 0.0, 0.0], [0.0, 0.0, 0.0], [0.0, 0.0, 0.0], [0.0, 0.0, 0.0], [0.0, 0.1, 0.0], [0.1, 0.0, -0.1], [0.0, 0.0, 0.1], [0.0, 0.0, 0.0], [-0.4, -0.2, -0.3], [-0.1, -0.1, -0.1], [0.0, 0.0, 0.0], [-0.1, 0.0, -0.1], [0.0, 0.1, 0.1], [0.0, 0.0, 0.0], [0.0, 0.0, 0.0], [0.0, 0.0, 0.0], [0.0, 0.0, 0.1], [0.0, -0.1, 0.0], [0.0, 0.0, 0.0], [0.0, -0.1, 0.0], [0.0, -0.1, 0.0], [0.0, 0.0, 0.0], [-0.2, -0.2, 0.1], [0.0, 0.0, -0.1], [0.1, 0.0, 0.0], [0.2, 0.3, 0.2], [1.4, 0.4, 0.6]], "e_tot_ha": -3972.1880, "homo_lumo_gap_ev": 5.83, "e_lumo_ev": -0.99}